[1]
Formula: C38H68MgN9O10
Source: OMol25
Level of theory: ωB97M-V/def2-TZVPD

Geometry as XYZ:
```
126
Properties=species:S:1:pos:R:3:lowdin_charge:R:1
Mg 1.5322 2.6232 2.4924 1.255
O -1.1056 -1.0535 -0.7283 0.205
C -0.4865 -0.2080 0.0495 -0.777
O 0.1857 0.7750 -0.3681 0.081
O -0.3809 -0.2402 1.2895 0.077
H -1.1418 -0.6020 -1.5747 0.141
C 0.9864 10.1773 -4.3535 -0.025
C 0.9835 9.2948 -3.0899 -0.458
O 0.7779 9.6673 -1.9325 0.037
C 1.2019 7.8103 -3.3851 -0.033
H 0.2700 9.7870 -5.0764 0.081
H 1.9661 10.1851 -4.8312 0.085
H 0.7499 11.2065 -4.0833 0.080
H 1.0220 7.6804 -4.4523 0.068
H 0.5751 7.1422 -2.7944 0.080
H 2.2553 7.6273 -3.1731 0.085
C -6.8268 1.3729 -2.1591 -0.027
C -8.1988 1.9657 -1.9517 -0.491
O -8.6670 2.7230 -2.7875 0.048
C -9.0862 1.5166 -0.7843 -0.019
H -6.4356 1.6064 -3.1493 0.084
H -6.8026 0.3022 -1.9564 0.081
H -6.2658 1.9391 -1.4156 0.082
H -9.2522 0.4474 -0.9165 0.081
H -10.0504 2.0208 -0.8485 0.082
H -8.5624 1.7076 0.1524 0.078
C 5.8533 -1.8175 3.9527 0.002
C 6.0633 -0.6315 3.0457 -0.607
O 5.2612 0.2401 2.8911 0.034
N 7.2263 -0.6494 2.3852 -0.018
C 7.6891 0.3835 1.5216 -0.073
H 6.1168 -2.7737 3.5008 0.084
H 4.7965 -1.7984 4.2191 0.084
H 6.5177 -1.6525 4.8009 0.089
H 7.8706 -1.3964 2.6020 0.139
H 7.1773 0.1807 0.5808 0.090
H 8.7598 0.1920 1.4506 0.091
H 7.5197 1.4040 1.8650 0.090
C -4.4234 5.6020 3.0543 0.007
C -3.0793 6.3122 2.5892 -0.509
O -2.0748 5.6156 2.5752 -0.026
N -2.9728 7.6271 2.2527 0.001
C -4.0630 8.5751 2.4353 -0.076
H -5.0550 6.2203 3.6923 0.065
H -4.1257 4.7079 3.6022 0.072
H -5.0707 5.2677 2.2435 0.077
H -2.1014 7.9776 1.8812 0.141
H -5.0127 8.1160 2.1607 0.078
H -3.9684 9.4512 1.7937 0.090
H -4.1102 8.7273 3.5136 0.087
C 0.5682 4.7442 8.1904 -0.004
C 1.4431 3.5278 7.9312 -0.554
O 1.6347 3.1152 6.7846 -0.013
N 2.0458 3.0208 9.0247 0.005
C 2.9360 1.8719 8.9988 -0.065
H -0.4085 4.5618 7.7422 0.084
H 1.0594 5.6113 7.7487 0.087
H 0.3461 4.9839 9.2302 0.074
H 1.7791 3.3576 9.9387 0.136
H 2.3625 1.0114 8.6543 0.085
H 3.2984 1.6837 10.0094 0.088
H 3.7718 1.9671 8.3056 0.085
C -7.0490 -3.4456 3.1072 -0.011
C -7.5854 -3.1443 4.4892 -0.560
O -8.0079 -2.0103 4.6949 0.026
N -7.5302 -4.1165 5.4175 0.011
C -8.1249 -3.8823 6.7268 -0.074
H -6.7038 -4.4793 3.1271 0.059
H -6.1734 -2.9623 2.6736 0.082
H -7.8743 -3.5090 2.3981 0.085
H -7.3556 -5.0745 5.1495 0.137
H -9.1039 -4.3603 6.7628 0.081
H -8.2258 -2.8553 7.0777 0.089
H -7.6368 -4.4587 7.5127 0.076
C -0.6209 1.7696 -6.7938 0.001
C -0.7752 0.3448 -7.3841 -0.605
O -1.4862 -0.4432 -6.8454 0.051
N 0.0720 -0.0458 -8.3059 0.005
C 0.8003 0.8431 -9.2029 -0.075
H -1.0979 2.5055 -7.4411 0.073
H 0.4294 2.0483 -6.7071 0.073
H -1.1364 1.7885 -5.8336 0.075
H 0.2586 -1.0171 -8.5106 0.148
H 0.2269 1.7424 -9.4278 0.088
H 0.9397 0.2773 -10.1240 0.083
H 1.8107 1.0342 -8.8413 0.081
N 6.4589 0.3603 -5.7196 0.004
C 7.4376 0.9385 -6.4822 -0.138
C 7.2270 2.2932 -6.4750 -0.126
C 6.0497 2.5216 -5.7812 -0.135
C 5.6597 1.3446 -5.2119 -0.152
H 6.3683 -0.5948 -5.4038 0.147
H 8.2101 0.3834 -6.9935 0.107
H 7.9113 2.9668 -6.9695 0.097
H 5.6790 3.5151 -5.5767 0.091
H 4.8673 1.1023 -4.5192 0.103
N 6.3317 -4.7460 -2.8080 -0.006
C 6.3588 -5.5084 -3.9473 -0.134
C 5.0880 -5.4822 -4.5898 -0.070
C 4.3293 -4.6330 -3.7209 -0.147
C 5.0553 -4.2623 -2.6340 -0.161
H 7.1090 -4.6107 -2.1773 0.145
H 7.2564 -6.0503 -4.2062 0.100
H 4.7428 -5.9613 -5.4941 0.087
H 3.2952 -4.3571 -3.8648 0.087
H 4.7719 -3.6647 -1.7802 0.100
N -0.7158 -8.8088 -3.2333 -0.021
C -0.8078 -10.0243 -3.8250 -0.134
C -2.1642 -10.2012 -4.1059 -0.118
C -2.8607 -9.0539 -3.6928 -0.131
C -1.9679 -8.1893 -3.0943 -0.118
H 0.1309 -8.4978 -2.7788 0.140
H 0.0403 -10.6775 -3.9680 0.106
H -2.6294 -11.0690 -4.5497 0.088
H -3.9126 -8.8302 -3.7927 0.091
H -2.0942 -7.1745 -2.7468 0.097
N -0.1029 -5.4917 4.5067 -0.029
C 1.0105 -6.1761 4.1296 -0.137
C 1.2402 -7.0803 5.1386 -0.105
C 0.3026 -6.7822 6.1441 -0.135
C -0.6045 -5.9076 5.6845 -0.146
H -0.3909 -4.7337 3.9046 0.146
H 1.4980 -5.9122 3.2027 0.105
H 2.0711 -7.7671 5.2036 0.092
H 0.2898 -7.1896 7.1442 0.096
H -1.4643 -5.3497 6.0247 0.114
```

Net charge: +1

[2]
Formula: C38H70BrN4O10
Source: OMol25
Level of theory: ωB97M-V/def2-TZVPD

Geometry as XYZ:
```
123
Properties=species:S:1:pos:R:3:lowdin_charge:R:1
C 4.7136 -2.1605 -0.9917 0.123
C 3.5872 -2.4766 -1.2623 -0.134
C 2.1615 -2.7106 -1.5386 -0.192
C 1.5228 -1.5435 -2.3016 -0.156
C 1.8735 -0.2289 -1.6242 -0.108
N 1.1003 0.9245 -2.1259 0.048
C 1.0725 1.1589 -3.5751 -0.104
C 1.5360 2.5601 -3.9998 -0.133
C 2.6797 3.1498 -3.1548 -0.255
O 3.6114 3.8073 -3.9876 -0.040
C 0.4788 1.6928 -1.2921 -0.242
N -0.2767 2.8078 -1.5898 -0.015
N -1.2515 2.7367 -2.6300 0.161
C -2.2354 2.0216 -2.4086 -0.243
O -3.1226 1.3171 -2.2433 0.240
C -0.5499 3.5802 -0.3750 -0.031
C 0.4952 2.9269 0.5596 -0.268
C 0.4435 3.1748 2.0534 -0.177
C 1.8228 3.2631 2.6994 -0.698
C 2.6524 4.4624 2.2104 -0.145
Br 2.8689 1.6209 2.5007 0.769
N 0.5377 1.5285 0.0942 0.022
C -0.4680 0.5721 0.5849 -0.161
O 0.1226 -0.6354 0.9580 -0.124
C 0.1946 -0.8616 2.3684 -0.180
C 1.1424 -2.0273 2.5592 -0.223
O 1.5062 -2.1121 3.9080 -0.151
C 2.1598 -3.3491 4.2227 -0.237
C 3.4403 -3.0761 5.0237 -0.055
H 5.7150 -1.9304 -0.7018 0.030
H 2.0970 -3.6246 -2.1254 0.109
H 1.6831 -2.8536 -0.5697 0.110
H 0.4493 -1.7364 -2.3367 0.126
H 1.8900 -1.5723 -3.3276 0.114
H 1.7700 -0.3336 -0.5525 0.112
H 2.9263 -0.0163 -1.8161 0.131
H 1.6820 0.4227 -4.0857 0.126
H 0.0551 1.0061 -3.9347 0.124
H 0.7126 3.2677 -4.0407 0.096
H 1.9045 2.4719 -5.0203 0.125
H 2.2390 3.8445 -2.4328 0.108
H 3.1578 2.3723 -2.5511 0.116
H 4.4927 3.4939 -3.7687 0.094
H -1.5892 3.6369 -0.0569 0.138
H -0.1802 4.5919 -0.5463 0.136
H 1.4608 3.3353 0.2452 0.139
H -0.0381 4.1390 2.2273 0.135
H -0.1423 2.4245 2.5859 0.107
H 1.6636 3.3760 3.7675 0.090
H 3.4210 4.1225 1.5180 0.058
H 2.0164 5.1965 1.7238 0.071
H 3.1885 4.9065 3.0405 0.072
H -1.1934 0.3281 -0.2008 0.142
H -1.0405 1.0144 1.4007 0.138
H 0.5955 0.0320 2.8530 0.074
H -0.7887 -1.0624 2.8007 0.122
H 0.6304 -2.9227 2.1927 0.118
H 1.9933 -1.8240 1.8939 0.128
H 1.4784 -3.9602 4.8158 0.114
H 2.4070 -3.8892 3.3101 0.113
H 3.6946 -2.0208 4.9948 0.075
H 3.3296 -3.3929 6.0579 0.069
H 4.2590 -3.6528 4.5968 0.071
C -1.5668 -5.0993 -0.2861 -0.015
C -0.2867 -5.8276 -0.6076 -0.493
O 0.4428 -5.4647 -1.5041 0.051
C 0.0422 -7.0314 0.2384 -0.015
H -1.6860 -4.2582 -0.9670 0.077
H -2.4174 -5.7726 -0.4009 0.090
H -1.5450 -4.7307 0.7405 0.058
H -0.7462 -7.7795 0.1458 0.088
H 0.1319 -6.7375 1.2857 0.085
H 0.9834 -7.4635 -0.0937 0.083
C -7.9941 3.0421 -4.2069 -0.017
C -7.3276 1.8660 -3.5374 -0.484
O -7.9394 0.8666 -3.2443 0.071
C -5.8486 1.9845 -3.2432 -0.039
H -9.0483 2.8240 -4.3585 0.084
H -7.9007 3.9315 -3.5818 0.086
H -7.5281 3.2360 -5.1742 0.087
H -5.6682 2.8285 -2.5746 0.085
H -5.2949 2.1332 -4.1723 0.087
H -5.5095 1.0716 -2.7669 0.065
C 9.6074 -5.1943 -1.2829 -0.023
C 8.7482 -3.9556 -1.2383 -0.506
O 8.7769 -3.1931 -0.3002 0.063
C 7.8419 -3.7034 -2.4183 -0.027
H 10.2056 -5.2533 -0.3769 0.082
H 8.9787 -6.0831 -1.3542 0.086
H 10.2717 -5.1580 -2.1475 0.086
H 7.1358 -4.5271 -2.5325 0.089
H 8.4288 -3.6008 -3.3321 0.087
H 7.2899 -2.7835 -2.2462 0.053
C -1.9183 -2.8102 5.0415 -0.011
C -2.2103 -3.9479 4.0946 -0.486
O -1.4980 -4.1858 3.1431 0.052
C -3.4283 -4.7849 4.3910 -0.016
H -1.0117 -2.2953 4.7303 0.059
H -2.7525 -2.1063 5.0477 0.091
H -1.7728 -3.1959 6.0513 0.093
H -4.3235 -4.1617 4.3726 0.089
H -3.3351 -5.2438 5.3762 0.090
H -3.5241 -5.5672 3.6419 0.083
C -9.8193 -1.2743 -2.5198 -0.044
C -11.0811 -2.0263 -2.1763 -0.505
O -11.1546 -3.2290 -2.2753 0.066
C -12.2563 -1.2036 -1.7003 -0.027
H -9.0584 -1.9793 -2.8463 0.083
H -10.0103 -0.5632 -3.3202 0.073
H -9.4530 -0.7349 -1.6467 0.080
H -12.5485 -0.4883 -2.4706 0.083
H -11.9894 -0.6602 -0.7926 0.082
H -13.0967 -1.8603 -1.4878 0.080
C 2.4514 9.5773 2.0589 -0.020
C 3.3928 8.4993 2.5345 -0.489
O 3.0099 7.3684 2.7409 0.049
C 4.8325 8.8941 2.7424 -0.018
H 1.4506 9.1655 1.9506 0.079
H 2.4239 10.3941 2.7811 0.089
H 2.7844 9.9661 1.0955 0.087
H 4.8985 9.6842 3.4915 0.089
H 5.2598 9.2557 1.8060 0.088
H 5.4010 8.0324 3.0840 0.083
```

Net charge: +1

[3]
Formula: C38H71AlCl2CsFN3O12S
Source: OMol25
Level of theory: ωB97M-V/def2-TZVPD

Geometry as XYZ:
```
130
Properties=species:S:1:pos:R:3:lowdin_charge:R:1
C 1.2151 -2.6125 1.0871 -0.095
C -0.1083 -2.1401 0.4954 -0.261
C -1.0866 -3.2759 0.2089 -0.204
C -2.2419 -2.8954 -0.7240 -0.228
C -3.5277 -2.4897 -0.0113 -0.207
C -3.5761 -1.0453 0.4966 -0.196
C -3.1193 -0.0034 -0.5495 -0.200
C -3.8791 1.3296 -0.4125 -0.183
C -2.9993 2.5884 -0.2334 -0.182
C -1.6991 2.6631 -1.0671 -0.193
C -0.4464 2.9222 -0.2151 -0.212
C 0.0731 1.6923 0.5405 -0.188
C -0.4495 1.5252 1.9848 -0.175
C 0.6487 1.6540 3.0707 -0.176
C 0.6729 3.0646 3.6756 -0.154
C 1.3345 4.1123 2.7659 -0.157
O 2.4706 4.6649 3.5448 -0.333
S 3.3076 5.8636 2.9442 0.855
O 2.8800 6.1961 1.5784 -0.928
O 2.8787 7.0997 3.9011 -0.238
H 1.7404 -3.2758 0.4029 0.043
H 1.1054 -3.1281 2.0421 0.070
H 1.8141 -1.7224 1.2924 0.071
H -0.5566 -1.4541 1.2236 0.088
H 0.0645 -1.5599 -0.4138 0.106
H -1.4501 -3.7417 1.1274 0.117
H -0.5059 -4.0523 -0.3055 0.095
H -2.4892 -3.7988 -1.2949 0.071
H -1.9450 -2.1642 -1.4761 0.092
H -3.6627 -3.1459 0.8553 0.107
H -4.3917 -2.6834 -0.6503 0.099
H -3.0728 -0.8906 1.4527 0.106
H -4.6341 -0.8315 0.6820 0.099
H -3.2717 -0.4315 -1.5434 0.095
H -2.0394 0.0969 -0.4378 0.077
H -4.6104 1.4892 -1.2052 0.100
H -4.4779 1.2456 0.4982 0.100
H -3.6131 3.4317 -0.5579 0.103
H -2.8280 2.7625 0.8277 0.093
H -1.7845 3.5443 -1.7080 0.102
H -1.5507 1.8152 -1.7337 0.110
H 0.3504 3.2314 -0.9006 0.104
H -0.6194 3.7774 0.4453 0.103
H 1.1589 1.8044 0.6227 0.093
H -0.0682 0.7820 -0.0390 0.086
H -1.1781 2.3091 2.1977 0.093
H -0.9766 0.5805 2.1136 0.090
H 1.6251 1.4574 2.6270 0.110
H 0.4245 0.9773 3.8932 0.115
H -0.3327 3.4150 3.9080 0.119
H 1.2187 3.0715 4.6199 0.111
H 1.7764 3.6436 1.8902 0.111
H 0.6408 4.8914 2.4640 0.121
H 2.7145 6.7252 4.7841 0.091
Cs 3.9695 7.6846 0.2256 1.258
C 4.4073 1.7365 5.5018 -0.044
O 4.0978 0.6071 4.6856 -0.010
C 3.4510 -0.3739 5.3280 -0.629
O 3.1286 -0.3570 6.4845 0.136
O 3.2294 -1.3560 4.4597 -0.003
C 2.5400 -2.4864 5.0110 -0.026
H 4.9226 2.4493 4.8627 0.087
H 3.4963 2.1948 5.8860 0.089
H 5.0638 1.4599 6.3239 0.103
H 1.5566 -2.1956 5.3754 0.099
H 3.1211 -2.9358 5.8129 0.103
H 2.4283 -3.2030 4.2026 0.083
C -5.7484 -1.2631 -3.6820 -0.670
O -4.6212 -1.7307 -3.5667 0.000
N -6.4310 -1.2875 -4.8602 0.160
N -6.4015 -0.6810 -2.6355 0.169
H -7.3528 -0.9106 -4.9760 0.101
H -5.9756 -1.7071 -5.6486 0.105
H -5.9163 -0.6437 -1.7579 0.086
H -7.3215 -0.2883 -2.7028 0.103
C 4.8457 15.5092 0.0733 0.118
C 5.0108 14.1887 0.2514 -0.326
C 4.3049 13.1744 -0.6149 -0.558
O 4.5231 11.9724 -0.3755 -0.033
C 3.4161 13.6221 -1.6353 0.026
C 3.2374 14.9645 -1.8339 -0.198
C 3.9639 15.9944 -0.9850 -0.282
O 3.7700 17.1583 -1.2259 0.194
O 2.4486 15.4313 -2.7448 0.208
O 5.8017 13.6899 1.1997 0.112
H 5.3497 16.2449 0.6865 0.160
H 2.9071 12.8775 -2.2330 0.149
H 2.4896 16.4139 -2.6986 0.163
H 5.7823 12.7192 1.1195 0.124
C -2.4740 -9.7551 -4.1446 -0.012
C -3.7301 -9.0671 -3.5413 -0.229
C -3.5845 -7.6189 -3.3981 0.028
C -2.5261 -7.1966 -2.4431 -0.162
C -2.5736 -7.6803 -0.9922 -0.213
C -3.7899 -7.1539 -0.2270 -0.068
H -1.6152 -9.6198 -3.4864 0.086
H -2.6661 -10.8194 -4.2487 0.101
H -2.2344 -9.3516 -5.1281 0.096
H -3.9775 -9.5023 -2.5733 0.127
H -4.5841 -9.2506 -4.2008 0.140
H -4.9814 -7.0999 -2.9235 0.156
H -3.4200 -7.1868 -4.4005 0.179
H -2.4962 -6.1015 -2.4303 0.099
H -1.5723 -7.5411 -2.8955 0.176
H -1.6727 -7.3328 -0.4836 0.121
H -2.5396 -8.7714 -0.9560 0.115
H -3.8085 -6.0617 -0.2158 0.077
H -3.7463 -7.5001 0.8038 0.091
H -4.7213 -7.5084 -0.6612 0.060
N 3.6954 -5.5044 1.3396 0.050
C 3.1125 -5.9429 0.2223 -0.182
C 3.7952 -6.5648 -0.8107 -0.071
C 5.1632 -6.7435 -0.6864 -0.066
C 5.7880 -6.2950 0.4645 -0.061
C 5.0130 -5.6879 1.4409 -0.153
H 2.0409 -5.7792 0.1624 0.093
H 3.2668 -6.8996 -1.6927 0.101
H 5.7314 -7.2233 -1.4722 0.111
H 6.8532 -6.4128 0.6058 0.107
H 5.4646 -5.3276 2.3585 0.105
F -5.6520 -7.8305 -2.6219 -0.013
Al 2.5555 12.9421 1.1596 1.191
O 3.9118 -3.0309 -1.2604 -0.057
H 4.0681 -2.0973 -1.0893 0.035
H 4.0216 -3.4499 -0.3980 0.007
C -1.4505 -2.7617 -4.7036 -1.007
Cl -0.6205 -4.0477 -3.7911 0.503
Cl -0.3848 -1.3894 -4.9937 0.525
H -1.7679 -3.1675 -5.6564 0.026
H -2.3093 -2.4257 -4.1295 -0.008
```

Net charge: +3

no.,orbital gap (eV)
1,1.37
2,7.51
3,3.88